C32H53N4O5PS | the ωB97M-V functional and the def2-TZVPD basis

XYZ file:
```
96
Properties=species:S:1:pos:R:3:forces:R:3:mulliken_charge:R:1
C -2.689 2.928 -0.330 -0.1 -0.2 -0.3 -1.71
C -1.556 1.922 -0.216 0.0 0.0 0.0 0.41
C -2.095 0.543 0.152 0.3 0.0 0.2 -1.10
C -1.015 -0.536 0.406 -0.5 0.0 0.0 1.58
C -1.693 -1.842 0.528 0.5 0.2 0.0 -0.43
N -2.218 -2.855 0.640 -0.2 -0.1 0.0 -0.56
C -0.168 -0.230 1.664 -0.3 0.2 0.0 0.58
C -0.939 -0.377 2.904 0.1 -0.1 0.0 -0.20
N -1.532 -0.479 3.883 0.0 0.0 -0.3 -0.48
P 1.426 -1.157 1.724 0.0 -0.6 -0.3 0.46
O 2.429 0.003 1.261 0.0 0.1 0.2 -0.45
O 1.733 -1.248 3.297 0.1 -0.1 -0.1 -0.33
S 1.509 -2.811 0.769 0.0 0.4 0.2 -0.32
O -0.893 1.873 -1.472 0.0 0.1 -0.1 -0.41
C 0.507 1.682 -1.460 0.0 0.1 0.2 -0.81
C 0.946 0.471 -2.239 -0.1 0.1 0.0 1.02
C 2.298 0.151 -2.274 0.1 0.1 0.1 -0.50
C 2.737 -0.970 -2.950 0.1 -0.1 -0.1 -0.77
C 1.826 -1.785 -3.608 0.0 -0.1 0.0 -0.87
C 0.482 -1.462 -3.586 0.0 -0.2 -0.1 -0.81
C 0.042 -0.339 -2.903 -0.2 -0.1 -0.1 0.13
H -2.297 3.934 -0.462 0.0 0.0 0.0 0.40
H -3.339 2.884 0.543 0.1 0.1 0.1 0.40
H -3.289 2.679 -1.208 0.0 0.0 0.0 0.35
H -0.860 2.290 0.550 0.0 -0.1 0.0 0.27
H -2.719 0.191 -0.670 -0.1 0.0 0.0 0.54
H -2.719 0.623 1.047 -0.1 0.0 0.0 0.48
H -0.365 -0.596 -0.468 0.1 -0.1 0.1 -0.57
H 0.125 0.823 1.613 0.1 -0.1 0.0 0.14
H 3.170 0.069 1.875 0.2 0.1 -0.1 0.30
H 1.873 -2.177 3.528 -0.1 0.0 0.1 0.32
H 0.866 1.573 -0.430 0.1 0.1 0.0 0.14
H 0.986 2.576 -1.873 0.0 0.0 0.0 0.56
H 3.012 0.782 -1.755 0.0 0.0 0.0 0.43
H 3.789 -1.217 -2.966 0.0 0.0 0.0 0.43
H 2.164 -2.667 -4.133 0.0 0.0 0.0 0.51
H -0.239 -2.073 -4.112 0.0 0.0 0.0 0.42
H -1.015 -0.111 -2.913 0.0 0.2 0.1 0.46
C -2.019 2.288 -7.798 -0.1 -0.2 0.0 -1.73
C -0.994 1.310 -7.170 -0.4 0.5 0.0 2.27
C 0.445 1.566 -7.650 0.3 -0.1 -0.1 -1.33
C 0.822 0.975 -9.009 -0.1 0.0 0.0 -0.55
C 0.400 -0.490 -9.100 0.3 0.1 0.0 -1.24
C -1.086 -0.682 -8.802 -0.4 0.0 -0.4 1.75
N -1.366 -0.114 -7.442 0.8 -0.1 0.0 0.32
O -1.010 -0.911 -6.505 -0.3 -0.1 0.1 -0.48
C -1.918 -0.035 -9.918 0.0 0.0 0.1 -1.96
C -1.449 -2.161 -8.776 0.1 -0.1 0.0 -1.88
C -1.030 1.527 -5.664 0.1 0.1 0.2 -2.11
H -2.652 1.828 -8.547 0.0 0.0 0.0 0.35
H -2.696 2.660 -7.028 0.1 0.0 0.0 0.47
H -1.526 3.148 -8.252 0.0 0.0 0.0 0.32
H 1.125 1.139 -6.906 -0.1 -0.1 0.0 0.30
H 0.617 2.644 -7.640 0.0 0.0 0.0 0.46
H 0.391 1.559 -9.826 -0.1 0.0 0.0 0.28
H 1.905 1.043 -9.127 0.0 0.0 0.0 0.42
H 0.608 -0.892 -10.094 0.0 0.0 0.0 0.42
H 0.987 -1.079 -8.390 -0.1 0.0 0.1 0.34
H -2.986 -0.131 -9.715 0.0 0.0 0.0 0.38
H -1.704 -0.562 -10.848 0.0 -0.1 0.0 0.42
H -1.691 1.012 -10.089 0.0 0.0 0.0 0.45
H -0.834 -2.718 -8.075 0.0 0.0 0.0 0.37
H -1.303 -2.578 -9.773 0.0 0.0 0.0 0.43
H -2.495 -2.296 -8.497 0.0 0.0 0.0 0.44
H -1.988 1.219 -5.243 0.0 0.0 0.0 0.58
H -0.895 2.592 -5.460 0.0 0.0 -0.1 0.46
H -0.242 0.980 -5.155 0.0 0.0 0.0 0.07
C 0.355 -1.411 6.724 -0.1 -0.1 0.2 -1.35
C 0.448 -0.104 7.550 -0.1 -0.4 -0.5 1.81
C 1.890 0.417 7.681 0.2 0.1 0.2 -1.31
C 2.755 -0.241 8.758 -0.1 -0.1 0.0 -0.47
C 2.006 -0.308 10.088 0.2 0.2 -0.1 -1.28
C 0.652 -1.003 9.954 -0.1 -0.6 0.1 1.66
N -0.145 -0.275 8.911 0.6 0.5 0.2 0.49
O -0.663 0.803 9.368 -0.3 -0.1 0.0 -0.62
C 0.869 -2.488 9.632 -0.1 0.0 -0.1 -1.96
C -0.123 -0.941 11.263 0.0 0.1 0.1 -1.83
C -0.359 0.940 6.790 0.0 0.3 0.0 -1.74
H 0.165 -2.295 7.321 0.1 0.0 0.1 0.22
H -0.476 -1.349 6.023 0.0 0.1 -0.1 0.36
H 1.266 -1.579 6.148 0.0 0.0 0.0 0.17
H 1.841 1.486 7.906 -0.1 0.0 0.0 0.41
H 2.368 0.330 6.702 0.0 0.0 0.0 0.30
H 3.085 -1.235 8.445 -0.1 0.0 0.0 0.27
H 3.661 0.354 8.887 0.0 0.0 0.0 0.41
H 2.595 -0.840 10.838 0.0 0.0 0.0 0.43
H 1.852 0.707 10.466 -0.1 0.0 0.0 0.37
H -0.083 -3.002 9.500 0.0 0.0 0.0 0.39
H 1.386 -2.946 10.476 0.0 0.0 0.0 0.43
H 1.481 -2.665 8.752 0.0 0.0 0.0 0.44
H -0.240 0.080 11.618 0.0 0.0 0.0 0.39
H 0.416 -1.512 12.020 0.0 0.0 0.0 0.41
H -1.115 -1.378 11.144 0.0 0.0 0.0 0.43
H -1.417 0.683 6.767 0.0 -0.1 0.0 0.47
H 0.003 0.965 5.761 0.0 0.0 0.0 0.28
H -0.255 1.936 7.217 0.0 -0.1 0.1 0.40
```
Positions in Å, forces in eV/Å.

Lowest unoccupied orbital energy (alpha / beta) ... 0.0583 / 0.0577 eV
Multiplicity ... 3
Total energy ... -70364.090 eV